Formula: C35H74Cl48N2O2P2
Source: the OMol25 dataset
Level of theory: ωB97M-V with the def2-TZVPD basis set

Output
Total energy = -24409.634012 Eh
E_HOMO = -7.37 eV
E_LUMO = 0.1695 eV

Geometry as ORCA input:
```
! wB97M-V def2-TZVPD RIJCOSX def2/J DEFGRID3
* xyz 0 1
C -5.23 1.31 2.75
C -4.99 1.02 1.46
C -3.77 1.65 0.80
P -3.75 1.49 -1.07
C -5.20 0.62 -1.84
N -6.40 1.49 -1.83
C -2.29 2.28 -1.96
C -1.40 2.98 -0.87
C -0.30 2.07 -0.30
O -0.52 1.70 1.05
C -0.23 0.34 1.28
N -2.83 -0.08 -0.88
C -2.92 -1.04 -1.71
C -3.30 -2.44 -1.21
C -2.61 -0.98 -3.21
P -4.78 3.52 -1.16
O -5.73 3.83 -0.02
H -6.25 1.32 3.12
H -4.44 1.49 3.48
H -5.69 0.38 0.93
H -3.60 2.68 1.13
H -2.90 1.08 1.11
H -5.47 -0.27 -1.29
H -5.02 0.39 -2.89
H -7.15 1.03 -1.33
H -6.72 1.63 -2.77
H -1.64 1.58 -2.48
H -2.66 3.08 -2.61
H -0.89 3.79 -1.41
H -1.99 3.47 -0.10
H -0.24 1.17 -0.92
H 0.66 2.58 -0.41
H 0.66 0.01 0.74
H -1.07 -0.30 0.98
H -0.08 0.18 2.35
H -2.40 -3.07 -1.30
H -3.60 -2.39 -0.17
H -4.07 -2.88 -1.84
H -1.54 -1.03 -3.39
H -3.13 -1.79 -3.73
H -2.94 -0.02 -3.62
H -3.75 4.51 -1.07
H -5.34 3.81 -2.44
C 1.75 4.88 1.88
Cl 3.50 5.17 1.97
Cl 1.12 5.17 0.26
H 1.56 3.84 2.16
H 1.26 5.55 2.57
C 2.66 1.60 3.94
Cl 2.86 -0.04 3.33
Cl 0.98 2.14 3.84
H 2.98 1.64 4.98
H 3.28 2.25 3.34
C -6.66 -2.79 2.09
Cl -7.32 -4.40 1.76
Cl -6.64 -1.79 0.64
H -7.29 -2.31 2.83
H -5.65 -2.90 2.46
C 6.93 4.14 3.18
Cl 5.64 2.93 3.26
Cl 8.47 3.43 2.69
H 6.64 4.90 2.46
H 7.05 4.58 4.16
C 5.49 -2.12 2.14
Cl 6.90 -2.12 3.22
Cl 4.91 -3.75 1.80
H 4.69 -1.56 2.62
H 5.77 -1.64 1.21
C -2.95 7.07 0.33
Cl -2.34 7.77 1.83
Cl -1.63 6.67 -0.78
H -3.50 6.16 0.57
H -3.60 7.79 -0.15
C 8.05 1.17 -0.34
Cl 6.65 0.10 -0.24
Cl 9.53 0.28 -0.73
H 7.87 1.91 -1.11
H 8.18 1.66 0.62
C 5.27 -2.60 -2.91
Cl 6.36 -1.42 -3.65
Cl 4.38 -1.91 -1.55
H 4.56 -2.94 -3.66
H 5.86 -3.44 -2.55
C 9.74 -2.27 -5.34
Cl 10.05 -3.80 -6.16
Cl 10.44 -0.90 -6.22
H 8.66 -2.12 -5.27
H 10.17 -2.31 -4.35
C 6.50 -6.25 -0.75
Cl 5.95 -7.81 -1.36
Cl 6.42 -5.00 -2.00
H 5.85 -5.95 0.08
H 7.52 -6.34 -0.41
C 3.51 1.62 -2.00
Cl 2.81 3.12 -1.36
Cl 2.29 0.64 -2.82
H 4.29 1.87 -2.71
H 3.92 1.06 -1.17
C -1.29 11.85 0.89
Cl -3.01 12.03 1.28
Cl -0.96 10.32 0.08
H -1.00 12.66 0.24
H -0.73 11.88 1.82
C 7.36 -8.15 -4.85
Cl 6.84 -9.70 -5.53
Cl 7.29 -6.86 -6.05
H 6.71 -7.90 -4.03
H 8.39 -8.25 -4.51
C 2.26 -8.50 -1.47
Cl 1.07 -9.74 -1.05
Cl 1.91 -6.96 -0.66
H 3.23 -8.83 -1.16
H 2.23 -8.34 -2.54
C -3.93 11.43 4.79
Cl -5.62 10.95 4.93
Cl -3.48 12.62 6.02
H -3.31 10.55 4.92
H -3.77 11.86 3.81
C 4.58 -11.72 -3.61
Cl 2.91 -12.27 -3.47
Cl 5.03 -10.64 -2.28
H 5.24 -12.59 -3.59
H 4.70 -11.19 -4.54
C -10.34 2.08 -2.97
Cl -10.65 1.59 -1.31
Cl -9.04 1.11 -3.70
H -11.24 1.93 -3.56
H -10.04 3.12 -2.98
C 2.05 -0.47 -6.52
Cl 3.51 -1.00 -5.67
Cl 0.68 -0.26 -5.42
H 2.26 0.48 -7.00
H 1.79 -1.21 -7.26
C -8.72 -5.45 4.99
Cl -10.43 -5.83 5.22
Cl -8.19 -4.14 6.06
H -8.13 -6.33 5.21
H -8.57 -5.14 3.97
C -8.56 10.02 7.38
Cl -8.88 8.33 7.75
Cl -10.00 10.85 6.80
H -8.21 10.52 8.28
H -7.79 10.07 6.62
C 9.43 -6.19 2.56
Cl 9.39 -7.17 1.09
Cl 8.17 -4.95 2.52
H 9.25 -6.84 3.41
H 10.40 -5.71 2.64
C -3.17 2.48 6.44
Cl -3.62 0.79 6.15
Cl -3.36 3.48 5.00
H -3.81 2.88 7.23
H -2.13 2.51 6.75
C 12.56 -4.19 -9.23
Cl 14.31 -4.03 -9.08
Cl 12.02 -3.95 -10.89
H 12.28 -5.19 -8.91
H 12.09 -3.45 -8.60
C -14.33 -5.73 5.50
Cl -14.68 -4.97 7.06
Cl -15.18 -4.92 4.17
H -13.26 -5.66 5.31
H -14.64 -6.76 5.53
*
```